Molecular formula: C5H12N2O
Method: DFT, ωB97M-V with the def2-TZVPD basis set

Each line ends with the natural charge from an NBO analysis.
Positions of all 20 atoms, in Å:
O (1.536, 2.053, -0.492)  -0.62
N (0.583, 0.227, -1.374)  -0.63
N (-0.482, 0.369, 1.543)  -0.64
C (-0.357, -1.669, -2.592)  -0.62
C (0.964, 0.993, -0.299)  0.68
C (-0.322, -0.904, -1.280)  -0.22
C (-0.759, 1.289, 2.626)  -0.42
C (0.939, 0.390, 1.122)  -0.31
H (-0.727, -2.688, -2.562)  0.22
H (1.280, -0.650, 1.013)  0.20
H (-0.830, -0.563, 1.658)  0.37
H (0.691, -1.810, -2.897)  0.21
H (-1.765, 1.030, 2.981)  0.20
H (0.587, 0.760, -2.229)  0.40
H (-0.747, -1.008, -3.368)  0.20
H (-0.924, 2.311, 2.283)  0.20
H (-1.294, -0.612, -0.873)  0.20
H (1.614, 0.834, 1.846)  0.22
H (0.098, -1.658, -0.599)  0.18
H (-0.084, 1.304, 3.492)  0.17

Energy above the lowest of the compared OMol25 structures with the same formula, charge and spin, kcal per mole: 37.1
HOMO-LUMO gap, eV: 9.571
Structure (SMILES): CCNC(=O)CNC
E_LUMO, eV: 0.8
Total charge: 0
Molecular weight, g/mol: 116.164